(1)
20
Properties=species:S:1:pos:R:3:nbo_charge:R:1 method="wB97M-V/def2-TZVPD" charge=0 relative_energy_ev=3.0720 homo_lumo_gap_ev=8.906 lumo_ev=0.7648 multiplicity=1
C 0.018 0.271 0.900 -0.394
C -0.139 1.757 0.759 -0.389
C -0.052 0.611 -1.685 -0.145
C 0.168 -1.977 0.763 -0.122
C -0.141 1.820 -0.812 -0.462
C 0.165 -0.935 1.826 -0.448
C 0.117 -0.792 -1.567 -0.278
C 0.086 -1.906 -0.623 -0.263
H 0.614 2.434 1.189 0.204
H 0.979 -0.874 2.556 0.221
H 0.003 0.894 -2.742 0.206
H 0.841 0.094 0.211 0.189
H 0.238 -2.852 -1.081 0.216
H -0.019 -2.962 1.155 0.195
H -1.076 1.997 1.292 0.197
H 0.072 -1.185 -2.566 0.202
H -0.744 -1.035 2.406 0.208
H -0.809 -0.144 0.236 0.203
H -1.065 2.371 -1.065 0.231
H 0.743 2.413 -1.150 0.227

(2)
32
Properties=species:S:1:pos:R:3:nbo_charge:R:1 method="wB97M-V/def2-TZVPD" charge=+2 relative_energy_ev=0.0000 homo_lumo_gap_ev=6.563 lumo_ev=-8.0074 multiplicity=1
Br 5.915 -14.475 -0.605 0.070
Br 10.262 -12.622 2.691 0.055
Br 4.852 -10.825 -3.231 -0.103
Br 8.117 -9.759 2.537 -0.029
Br 0.929 -8.792 -1.592 -0.064
Br 1.619 -12.819 0.486 0.037
Na 3.703 -6.629 -0.200 0.982
Na 5.855 -8.212 -2.590 0.959
Na 7.210 -7.419 0.871 0.958
C 5.241 -12.759 -1.165 -0.492
C 8.171 -11.254 1.300 -0.437
C 0.595 -10.572 -0.839 -0.412
C 5.549 -12.566 -2.623 -0.389
C 1.658 -10.904 0.170 -0.464
C 9.586 -11.739 1.107 -0.483
B 4.872 -8.879 -0.045 -0.892
H 5.653 -11.969 -0.545 0.213
H 3.766 -8.912 -0.498 0.017
H 5.462 -9.919 -0.129 0.039
H 7.474 -12.012 1.647 0.252
H 5.506 -7.929 -0.338 -0.206
H 4.673 -8.711 1.151 0.041
H 2.641 -10.713 -0.248 0.212
H 4.168 -12.799 -0.986 0.245
H 7.749 -10.931 0.344 0.205
H 10.250 -10.917 0.854 0.227
H 9.642 -12.487 0.319 0.249
H -0.412 -10.606 -0.439 0.249
H 0.679 -11.218 -1.705 0.238
H 1.539 -10.384 1.114 0.232
H 5.092 -13.316 -3.262 0.255
H 6.607 -12.547 -2.870 0.234

(3)
13
Properties=species:S:1:pos:R:3:nbo_charge:R:1 method="wB97M-V/def2-TZVPD" charge=+1 relative_energy_ev=3.4562 homo_lumo_gap_ev=10.708 lumo_ev=-4.8484 multiplicity=1
N 2.446 -3.163 -1.022 -0.160
N -0.494 0.207 -2.145 -0.676
N 1.133 -1.103 -0.828 -0.377
C 0.274 -0.164 -1.140 0.582
C -0.069 -0.158 1.390 -0.659
C 1.796 -2.224 -0.972 0.361
C 0.916 -0.069 0.180 0.018
H -0.573 -0.487 -2.862 0.459
H -1.154 -0.239 1.120 0.239
H 1.644 0.627 0.298 0.233
H 0.090 0.698 2.123 0.270
H 0.151 -0.923 2.017 0.251
H -0.993 1.041 -1.906 0.459

(4)
145
Properties=species:S:1:pos:R:3:lowdin_charge:R:1 method="wB97M-V/def2-TZVPD" charge=0 homo_lumo_gap_ev=6.842 lumo_ev=-1.5594 multiplicity=1
P 1.302 -3.166 -0.572 0.970
O 7.854 -1.338 -0.765 -0.199
O 3.070 -0.876 0.927 0.098
O -1.882 -1.335 2.590 -0.213
O -6.410 -7.424 2.599 -0.205
O 5.404 3.811 -3.101 0.142
O 3.805 1.560 -0.121 0.071
O 3.773 2.219 -2.979 0.087
O 2.577 4.081 -3.586 0.171
O -0.344 9.333 -0.696 -0.189
O 4.766 2.738 1.495 0.163
O -0.548 1.479 -1.797 0.111
O -5.663 -1.678 1.308 -0.197
O -3.808 3.822 -4.803 -0.188
N -2.087 3.995 -2.515 0.052
N -8.527 -1.947 1.361 0.038
N 8.419 -0.150 1.793 0.046
N 0.192 6.572 -0.092 0.047
N -3.564 -7.586 2.224 0.039
C 1.956 3.060 -1.535 0.022
C -2.143 -0.987 -1.209 -0.148
C -7.173 -8.294 1.783 -0.102
C 1.702 1.609 -1.125 -0.021
C 3.765 2.182 1.134 -0.351
C 2.358 7.660 -0.328 -0.065
C 1.442 -3.843 -2.318 -0.262
C -3.905 5.004 -5.576 -0.107
C 2.802 3.201 -2.808 -0.389
C 0.401 2.089 3.897 -0.070
C 0.475 10.267 -0.017 -0.108
C 0.332 8.519 -1.638 -0.202
C 8.296 -1.605 1.668 -0.430
C -5.602 -8.070 3.566 -0.207
C -4.384 -9.878 2.218 -0.073
C 0.413 0.846 -1.434 -0.231
C -2.094 -1.718 0.182 -0.147
C 5.077 2.691 -2.820 -0.450
C 2.500 1.229 3.095 -0.042
C 2.388 -0.486 -0.004 -0.266
C -0.832 -1.303 -1.999 -0.150
C 6.103 1.703 -2.302 0.033
C 0.457 3.030 2.888 -0.074
C -1.513 3.807 -3.849 -0.437
C -1.654 -0.766 1.294 -0.207
C 1.050 7.302 -1.028 -0.433
C -0.684 -1.824 3.162 -0.104
C -4.259 -8.594 3.032 -0.432
C -7.678 -3.131 1.189 -0.430
C 2.623 0.935 -0.453 -0.151
C 2.780 -3.843 0.318 -0.276
C 1.447 1.191 3.976 -0.095
C -7.632 -3.903 2.503 -0.068
C 9.690 -2.223 1.708 -0.073
C 1.333 -1.329 -0.656 -0.238
C 7.480 -2.005 0.428 -0.207
C -5.005 -2.017 2.520 -0.100
C -0.914 5.122 -4.322 -0.061
C -2.536 3.200 -4.821 -0.201
C 0.364 -0.666 -1.322 -0.158
C 8.974 -1.889 -1.433 -0.105
C 2.559 2.155 2.078 -0.123
C 1.494 3.061 1.995 -0.022
C -6.288 -2.761 0.646 -0.215
H -4.212 -1.292 2.685 0.071
H 3.286 0.492 3.250 0.127
H 7.490 0.257 1.869 0.069
H -0.020 5.350 -3.738 0.056
H 3.207 -4.628 -0.326 0.032
H -2.141 3.162 -5.845 0.121
H -0.619 5.067 -5.372 0.084
H -5.388 -7.307 4.320 0.122
H -0.777 -2.391 -2.070 0.080
H 5.771 1.193 -1.392 0.072
H -6.605 -8.594 0.899 0.075
H 1.390 0.448 4.769 0.111
H -4.221 -7.254 1.521 0.066
H 2.448 -4.210 -2.536 0.034
H -0.580 -0.534 1.249 0.103
H -3.289 4.953 -6.479 0.090
H -4.558 -3.015 2.478 0.093
H 10.382 -1.730 1.026 0.064
H -6.882 -4.696 2.466 0.065
H -5.622 -3.635 0.627 0.117
H 0.964 3.511 -1.676 0.126
H -0.378 -2.779 2.704 0.089
H -0.686 3.096 -3.763 0.116
H 1.272 10.653 -0.659 0.091
H 7.752 -1.975 2.542 0.135
H -8.638 -1.487 0.461 0.070
H 2.451 -4.364 1.222 0.030
H -1.596 5.966 -4.205 0.063
H -0.884 -0.924 -3.031 0.127
H -3.093 -2.130 0.370 0.101
H 2.956 8.340 -0.938 0.081
H 10.112 -2.135 2.709 0.076
H 1.296 6.624 -1.852 0.122
H 8.888 -1.639 -2.491 0.086
H 0.127 -1.084 3.181 0.066
H -0.922 -2.062 4.210 0.091
H -0.156 11.101 0.291 0.086
H -1.387 -2.549 0.082 0.068
H 9.901 -1.444 -1.064 0.076
H 2.952 6.761 -0.156 0.070
H 1.125 -3.066 -3.022 0.029
H -8.000 -1.274 1.912 0.068
H 8.766 0.204 0.905 0.068
H 6.277 0.921 -3.053 0.097
H -2.956 4.509 -2.639 0.072
H 2.195 8.125 0.644 0.064
H 7.487 -3.093 0.277 0.119
H -2.237 0.081 -0.987 0.091
H 7.018 2.242 -2.061 0.095
H 9.657 -3.285 1.453 0.077
H -6.168 -8.861 4.074 0.120
H 9.015 -2.977 -1.333 0.091
H -4.947 5.125 -5.873 0.086
H -5.697 -1.949 3.363 0.078
H 0.902 9.824 0.885 0.074
H -3.634 -8.820 3.901 0.134
H -8.598 -4.369 2.701 0.077
H 0.696 -4.643 -2.375 0.034
H -4.775 -9.698 1.216 0.064
H 1.010 9.125 -2.253 0.121
H -8.050 -7.745 1.440 0.087
H -6.408 -2.436 -0.392 0.120
H -0.169 7.254 0.571 0.069
H -3.627 5.879 -4.982 0.075
H -2.191 0.192 1.248 0.131
H 6.439 -1.721 0.605 0.115
H -0.638 6.248 -0.587 0.066
H -0.359 3.744 2.812 0.114
H -8.151 -3.781 0.446 0.133
H -0.444 8.145 -2.312 0.117
H -2.715 2.165 -4.516 0.121
H 2.407 3.570 -0.676 0.122
H -0.403 2.043 4.624 0.112
H -3.390 -6.766 2.799 0.069
H -7.409 -3.261 3.356 0.065
H -3.023 -1.282 -1.790 0.111
H -2.388 3.092 -2.159 0.058
H -5.038 -10.597 2.716 0.078
H -3.406 -10.345 2.098 0.075
H 1.465 3.837 1.232 0.108
H -7.508 -9.179 2.331 0.091
H 3.584 -3.129 0.507 0.018

(5)
66
Properties=species:S:1:pos:R:3:nbo_charge:R:1 method="wB97M-V/def2-TZVPD" charge=+3 relative_energy_ev=0.1521 homo_lumo_gap_ev=4.378 lumo_ev=-11.6385 multiplicity=1
Pt -0.174 0.634 0.719 1.024
Br -0.604 1.078 -6.592 0.201
S -1.848 -2.215 0.479 1.203
S -4.260 2.339 0.811 0.706
O -0.717 3.745 1.202 -0.439
O -0.726 -1.205 0.940 -0.954
O -0.850 5.105 -1.134 -0.476
N 1.293 4.548 0.391 -0.425
N 0.900 2.306 0.386 -0.438
N -1.824 1.707 0.720 -0.458
C 4.491 2.089 0.751 -0.094
C 2.445 3.960 0.530 0.328
C 0.240 3.576 0.212 0.433
C -0.522 1.937 -4.945 -0.021
C -1.005 -2.472 3.845 -0.153
C 3.757 4.467 0.699 -0.277
C -1.850 -3.275 3.082 -0.136
C -0.696 3.317 -4.870 -0.231
C 3.263 1.564 0.606 -0.256
C 2.177 2.496 0.507 0.324
C -0.385 3.205 -2.471 -0.270
C -3.113 3.572 1.087 -0.423
C -1.870 3.059 1.002 0.396
C 0.027 -3.436 -1.045 0.001
C -0.630 3.943 -3.644 -0.092
C -1.924 -4.639 3.346 -0.189
C -0.847 -3.673 0.154 -0.601
C -0.198 1.822 -2.572 -0.101
C -0.335 -4.390 5.129 -0.166
C -0.407 3.998 -1.248 0.574
C 4.734 3.540 0.814 -0.020
C 1.397 -3.272 -0.875 -0.237
C -3.044 1.210 0.584 -0.157
C -0.251 -3.029 4.866 -0.213
C -2.715 -2.685 2.010 -0.573
C 0.305 -3.269 -3.431 -0.181
C -1.178 -5.193 4.376 -0.182
C -0.274 1.189 -3.793 -0.268
C 1.677 -3.130 -3.259 -0.185
C 2.223 -3.133 -1.984 -0.201
C -0.519 -3.418 -2.327 -0.240
H 5.348 1.433 0.832 0.273
H -0.143 0.119 -3.868 0.247
H -3.240 0.181 0.326 0.259
H 0.255 -4.824 5.925 0.244
H 5.754 3.873 0.965 0.275
H -2.592 -5.268 2.768 0.223
H 3.092 0.497 0.548 0.256
H -0.283 -3.868 1.067 0.281
H -0.004 1.211 -1.702 0.180
H -0.949 -1.406 3.654 0.191
H -3.209 -1.764 2.330 0.251
H 3.954 5.529 0.756 0.285
H -1.265 -6.248 4.598 0.246
H -0.881 3.893 -5.766 0.266
H 1.095 5.546 0.418 0.490
H 0.393 -2.403 5.469 0.231
H -1.579 -4.469 -0.008 0.276
H -1.587 -3.553 -2.465 0.223
H -3.396 4.591 1.300 0.309
H -0.118 -3.282 -4.427 0.240
H 1.825 -3.303 0.121 0.220
H -0.772 5.013 -3.577 0.254
H -3.479 -3.382 1.656 0.275
H 3.294 -3.053 -1.854 0.234
H 2.322 -3.034 -4.122 0.241

| no. | HOMO energy (eV) |
| --- | --- |
| 1 | -8.14 |
| 2 | -14.57 |
| 3 | -15.56 |
| 4 | -8.40 |
| 5 | -16.02 |